Record 1
77
Properties=species:S:1:pos:R:3:forces:R:3 method="wB97M-V/def2-TZVPD" s2=8.76 total_energy_ev=-114929.2253 gap_ev="7.22 / 7.91" spin_multiplicity=6
Mn 0.9324 -0.1013 0.8968 0.2 -0.1 0.2
S 2.0504 2.0215 3.3111 0.0 0.1 0.0
S 5.1115 0.5083 -1.1570 -0.1 0.1 0.0
S -1.1981 -0.4515 3.5312 -0.1 0.0 0.0
Si -1.0119 -1.8403 -0.6765 0.0 0.0 0.0
O 3.3401 1.4303 3.6005 0.0 0.0 0.0
O 2.0465 3.1375 2.4055 0.0 0.0 0.0
N 3.1293 0.4104 0.4386 0.0 0.0 -0.1
N -0.7391 0.9801 -0.1711 0.0 0.1 0.0
N 2.6146 0.2881 -0.8265 0.1 0.1 -0.2
N 0.9813 0.8792 2.8261 0.1 0.0 -0.1
N 5.1532 0.6960 1.5580 0.1 -0.1 0.1
C -1.3086 -1.3991 -3.5010 0.0 0.0 0.0
C -0.4814 -1.9065 -2.4938 -0.1 0.0 0.0
C -3.1476 -3.0234 0.7680 0.0 0.0 0.0
C -2.5097 -2.9695 -0.4752 0.0 0.0 0.0
C -0.9856 2.8602 -1.8574 0.0 0.0 0.0
C 4.0171 -0.7059 -3.9968 0.0 0.0 0.0
C 0.3973 -2.1102 0.4576 -0.1 0.0 0.0
C 0.1439 1.5324 4.9272 0.0 0.0 0.0
C 1.0764 -2.5884 -4.2277 0.0 0.0 0.0
C 0.7178 -2.4992 -2.8882 0.0 0.0 0.0
C 1.5495 3.3110 5.7919 0.0 0.0 0.0
C 0.7244 3.3692 6.9066 0.0 0.0 0.0
C -1.2385 2.0824 0.6821 0.0 0.0 0.0
C -1.7502 -0.1074 -0.3085 0.0 0.0 0.0
C -0.6778 1.5932 6.0411 0.0 0.0 -0.1
C 0.0154 0.6508 3.7259 0.0 0.0 0.2
C -2.5065 2.7380 0.1285 0.0 0.0 0.0
C 3.4845 0.3389 -1.7684 -0.1 -0.1 0.0
C 4.4272 0.5558 0.4426 -0.1 0.0 0.0
C -4.0918 -4.6225 -1.2813 0.0 0.0 0.0
C -0.3745 2.5203 7.0271 0.0 0.0 0.0
C -0.3247 1.5266 -1.4992 0.1 0.0 0.0
C -2.4354 2.9040 -1.3988 0.0 0.0 0.0
C 1.2283 2.3815 4.8237 0.0 0.0 0.0
C -4.2367 -3.8527 0.9859 0.0 0.0 0.0
C 3.1470 0.2750 -3.2210 0.0 0.0 0.0
C 0.2457 -2.0651 -5.2064 0.0 0.0 0.0
C -0.9529 -1.4666 -4.8395 0.0 0.0 0.0
C -4.7121 -4.6558 -0.0424 0.0 0.0 0.0
C -3.0028 -3.7867 -1.4916 0.0 0.0 -0.1
H -1.6132 -1.0647 -5.5980 0.0 0.0 0.0
H 5.0663 -0.4050 -3.9907 0.0 0.0 0.0
H -2.6235 3.7093 0.6141 0.0 0.0 0.0
H 0.9364 4.0810 7.6931 0.0 0.0 0.0
H -2.5305 -3.7756 -2.4673 0.0 0.0 0.0
H -2.2379 -0.2179 0.6676 0.0 0.0 0.0
H -2.7822 -2.4120 1.5887 0.0 0.0 0.0
H -2.2590 -0.9459 -3.2349 0.0 0.0 0.0
H -4.7126 -3.8757 1.9583 0.0 0.0 0.0
H 3.2366 1.2783 -3.6474 0.0 0.0 0.0
H 0.5234 -2.1318 -6.2509 0.0 0.0 0.0
H -0.4371 3.6854 -1.3946 0.0 0.0 0.0
H -3.3815 2.1480 0.4055 0.0 0.0 0.0
H 3.6916 -0.7570 -5.0352 0.0 0.0 0.0
H -0.5690 0.7749 -2.2493 0.0 0.0 0.0
H 0.7598 1.6429 -1.5138 -0.1 0.0 0.0
H -4.4550 -5.2497 -2.0860 0.0 0.0 0.0
H -5.5613 -5.3067 0.1241 0.0 0.0 0.0
H -2.9054 3.8392 -1.7059 0.0 0.0 0.0
H -0.4290 2.8117 0.7735 0.0 0.0 0.0
H 3.9496 -1.7075 -3.5703 0.0 0.0 0.0
H 2.0959 -0.0131 -3.2812 0.0 0.0 0.0
H 4.6350 0.9187 2.4080 0.0 0.0 0.0
H -2.9930 2.1049 -1.8937 0.0 0.0 0.0
H 1.3823 -2.9084 -2.1362 0.0 0.0 0.0
H -1.4201 1.6837 1.6793 0.0 0.0 0.0
H -0.9056 3.0075 -2.9364 0.0 0.0 0.0
H -1.5271 0.9279 6.1170 0.0 0.0 0.0
H 2.0039 -3.0721 -4.5093 0.0 0.0 0.0
H 0.0541 -2.5438 1.4026 0.0 0.0 0.0
H -1.0010 2.5883 7.9067 0.0 0.0 0.0
H 1.1775 -2.7546 0.0495 0.0 0.0 0.0
H 2.4074 3.9609 5.6873 0.0 0.0 0.0
H -2.5395 0.1718 -1.0151 0.0 0.0 0.0
H 6.1160 0.9684 1.4933 0.0 0.0 0.0

=====

Record 2
76
Properties=species:S:1:pos:R:3:forces:R:3 method="wB97M-V/def2-TZVPD" charge=-1 s2=2.01 total_energy_ev=-186727.8531 gap_ev="7.65 / 7.91" spin_multiplicity=3
Ni -0.0495 -0.1373 0.6282 0.1 -0.5 -0.4
Cl 3.9126 1.7699 3.8072 0.0 0.0 0.0
Cl 2.7190 -2.1836 -0.8636 0.1 -0.1 -0.1
Cl 5.6314 -1.8237 0.1618 0.0 0.0 0.0
Cl 0.9796 1.3943 2.7064 0.0 0.2 0.2
Cl 6.2450 0.1457 2.4998 0.0 0.0 0.0
S -3.4900 -2.3798 1.0521 0.1 -0.3 -0.1
S -5.0409 -4.0888 -0.8755 0.0 0.0 0.0
S -0.7512 -1.7593 2.2681 -0.1 0.2 0.0
Si -2.1055 2.5377 -0.0208 -0.2 0.0 0.0
O -1.0703 1.3339 0.0164 0.1 -0.1 0.0
N -2.4624 -4.3890 -0.0202 0.0 0.0 0.1
N -1.4202 -3.8293 0.7090 0.0 -0.3 -0.2
N -1.3257 -1.8203 -3.0620 0.1 0.0 0.1
N -0.3331 -1.0729 -1.2613 0.0 0.2 0.1
C -4.0283 0.9157 -1.2201 -0.1 0.0 -0.1
C -1.4143 4.8415 -4.0737 0.0 -0.1 0.1
C -0.4902 -6.6527 -2.1752 0.1 0.1 0.0
C 4.3460 -0.9111 0.8684 -0.1 0.1 0.1
C -2.6193 -7.6753 -1.7477 0.0 0.0 0.0
C -4.9634 2.9392 -0.0811 0.0 0.0 0.1
C 1.9725 -0.3211 0.9409 -0.1 0.3 0.2
C -2.9993 -6.5876 -0.9751 0.0 0.0 0.0
C -1.8732 3.7165 1.4465 -0.1 0.0 0.1
C 2.3113 0.5207 1.9959 0.2 -0.1 -0.1
C -0.2488 -1.0785 -3.4978 0.0 0.0 0.0
C -1.3379 -1.7833 -1.7129 0.1 0.0 -0.1
C 4.6299 -0.0356 1.9159 0.0 0.0 0.0
C -1.5025 5.3715 3.7000 0.0 0.0 -0.1
C 3.0295 -1.0381 0.4091 0.2 0.0 0.1
C -1.6646 5.0929 1.3114 0.0 0.0 0.1
C -1.6969 4.0035 3.8611 0.0 0.0 0.0
C 0.3518 -0.6201 -2.3676 0.0 0.0 0.0
C -0.6585 3.7276 -3.7267 -0.1 0.0 0.1
C -4.1079 1.0220 1.2714 0.0 0.0 0.0
C -1.8625 3.5286 -1.6183 0.1 0.0 -0.1
C -3.6599 -3.7539 -0.0089 0.1 0.1 0.1
C -3.8903 1.8450 -0.0084 0.0 0.1 0.1
C -2.3911 5.3054 -3.1990 0.0 -0.1 0.0
C 3.5966 0.6926 2.5008 -0.2 -0.1 -0.1
C -1.3694 -7.7105 -2.3512 -0.1 -0.1 0.0
C -1.4840 5.9145 2.4217 0.0 0.0 0.0
C -2.6085 4.6541 -1.9890 0.0 0.0 0.0
C -0.8829 3.0832 -2.5140 0.0 0.0 0.0
C -1.8805 3.1916 2.7478 0.0 0.0 0.0
C -1.7857 -2.7539 1.3186 -0.2 0.0 0.0
C -0.8570 -5.5564 -1.4074 0.0 0.0 0.0
C -2.1171 -5.5274 -0.8158 0.1 0.1 0.0
H -5.0309 0.4611 -1.2457 0.1 0.1 0.0
H -4.1705 1.6673 2.1512 0.0 0.0 0.0
H -0.1747 -4.7313 -1.2442 0.0 0.0 0.0
H -5.0537 0.4617 1.2052 0.1 0.1 0.0
H -3.9702 -6.5510 -0.5039 0.0 0.0 0.0
H -1.6235 5.5349 0.3200 0.0 0.0 0.1
H -1.0789 -8.5650 -2.9526 0.0 0.1 0.0
H 1.2333 -0.0055 -2.2685 -0.1 -0.1 0.0
H -3.2944 0.1080 -1.1740 0.0 0.0 0.0
H -3.2967 0.3009 1.4360 -0.1 0.2 0.0
H -4.9639 3.4398 -1.0547 0.0 0.0 0.1
H 0.4917 -6.6771 -2.6347 -0.1 0.0 0.0
H -1.9957 -2.3039 -3.6283 -0.1 -0.1 -0.1
H -1.2430 5.3472 -5.0167 0.0 0.0 0.0
H -1.6949 3.5662 4.8558 0.0 0.0 -0.1
H -5.9635 2.4984 0.0621 0.2 0.1 0.0
H -2.0991 -2.2694 -1.1235 0.1 0.2 -0.2
H -0.2936 2.2083 -2.2435 -0.1 0.1 0.0
H -4.8216 3.7007 0.6980 0.0 -0.1 -0.1
H -1.3566 6.0077 4.5668 0.0 0.0 -0.1
H -2.0155 2.1212 2.8942 0.0 0.1 0.0
H -2.9842 6.1765 -3.4588 0.0 0.0 0.0
H -3.8757 1.4585 -2.1617 0.0 -0.1 0.1
H -3.3743 5.0400 -1.3212 0.1 0.0 0.0
H -3.3068 -8.5023 -1.8733 0.0 0.0 0.0
H -1.3198 6.9794 2.2855 0.0 -0.1 0.0
H 0.1087 3.3605 -4.4003 0.0 0.0 0.0
H -0.0195 -0.9467 -4.5437 0.0 0.0 0.2

=====

Record 3
49
Properties=species:S:1:pos:R:3:forces:R:3 method="wB97M-V/def2-TZVPD" smiles="O=C(C[C@]1(O)C(=O)N(CN2CCOCC2)c2ccccc21)c1ccccc1" total_energy_ev=-33304.5283 gap_ev=8.66 spin_multiplicity=1
O 0.0626 0.2145 2.3372 0.1 0.0 0.0
O -1.2650 2.8933 0.5630 0.0 0.1 0.1
O 1.4422 3.4647 -0.3837 0.0 0.1 -0.1
O -5.0138 -1.1767 0.7911 0.0 -0.1 0.0
N -2.4898 -0.7221 -0.5167 0.0 0.0 -0.1
N -0.8984 1.0206 -0.7161 -0.4 -0.1 0.1
C 1.1202 0.4406 1.7897 0.2 0.2 0.2
C 0.2439 -0.6854 -2.1416 -0.2 0.1 0.0
C 1.5306 1.8519 1.4369 -0.3 0.2 -0.1
C 3.3990 -0.5716 1.3607 -0.2 0.0 0.1
C 3.5581 -2.7656 0.4006 0.0 0.0 0.0
C 1.3747 1.1068 -0.9702 -0.3 0.2 -0.2
C 1.0107 2.1889 0.0084 0.2 -0.3 0.4
C -2.2727 0.6404 -0.9452 -0.1 0.1 0.0
C 2.5943 0.7180 -1.4735 -0.3 0.0 -0.1
C 1.4063 -1.8221 0.8662 0.1 0.2 0.1
C 2.6365 -0.3841 -2.3189 0.2 0.0 0.0
C 0.2075 0.4173 -1.3127 0.7 0.0 -0.2
C 2.0095 -0.6562 1.3366 0.1 -0.6 0.1
C 4.1658 -1.6257 0.9007 0.1 -0.1 0.0
C -3.5998 -1.3977 -1.1680 -0.3 0.1 0.1
C -4.9580 -0.9644 -0.6012 0.2 -0.1 -0.3
C -3.9789 -0.4768 1.4568 0.3 0.0 0.0
C 1.4810 -1.0775 -2.6357 0.0 0.1 0.0
C -2.6002 -0.8845 0.9288 -0.2 0.1 0.2
C -0.5287 2.1016 0.0212 0.0 0.3 -0.1
C 2.1766 -2.8633 0.3875 0.0 -0.1 0.0
H 2.6106 1.9860 1.4335 0.0 0.0 0.0
H 0.8643 4.1135 0.0416 0.0 0.0 0.0
H 1.0646 2.5510 2.1355 0.0 -0.1 0.0
H -4.0727 -0.7300 2.5131 0.0 0.1 0.0
H 1.6998 -3.7543 0.0078 0.0 -0.1 -0.1
H 3.8873 0.3017 1.7662 0.0 0.1 0.0
H -5.1356 0.0994 -0.8281 0.0 -0.1 0.0
H -2.4363 -1.9446 1.1446 0.0 0.0 0.1
H 0.3286 -1.8835 0.8631 -0.1 0.0 0.0
H -5.7652 -1.5594 -1.0321 0.0 0.1 -0.1
H 1.5389 -1.9387 -3.2843 0.0 -0.1 -0.1
H -3.4705 -2.4699 -0.9897 -0.1 0.0 -0.1
H -2.8755 1.3940 -0.4149 0.1 -0.1 -0.2
H -0.6552 -1.2276 -2.3824 -0.1 -0.1 0.0
H -2.4835 0.7042 -2.0203 0.0 0.0 0.1
H 4.1623 -3.5803 0.0299 0.1 -0.1 0.0
H -4.1275 0.6071 1.3378 0.0 0.0 0.0
H -3.5626 -1.2124 -2.2435 0.0 0.0 0.0
H -1.8228 -0.3018 1.4228 0.0 -0.1 0.0
H 3.5825 -0.7058 -2.7265 0.1 -0.1 0.0
H 3.4907 1.2626 -1.2232 0.1 0.1 0.0
H 5.2431 -1.5572 0.9301 0.1 0.0 0.0

=====

F_max for the records above, in order: 0.0046 0.0122 0.0138 hartree/bohr